<A>
Formula: CH3F3Si
Source: OMol25
Level of theory: ωB97M-V/def2-TZVPD

Atoms and positions in Å:
C: 1.385 0.342 0.038
F: -1.511 2.315 -0.075
F: 1.964 0.841 -1.095
F: 1.834 1.186 1.036
Si: -0.691 0.818 -0.088
H: -1.131 0.137 1.118
H: -0.962 0.255 -1.400
H: 1.819 -0.634 0.239

The value obtained for the gap between HOMO and LUMO is 10.7 eV. Its spin multiplicity is 1. As for the SMILES: F[SiH2]C(F)F. The calculation puts the lowest unoccupied orbital energy at 0.01 eV.



<B>
Formula: CH3F3Si
Source: OMol25
Level of theory: ωB97M-V/def2-TZVPD

Atoms and positions in Å:
C: -0.883 -0.140 -0.033
F: -1.570 1.324 -0.095
F: -1.433 -0.648 1.054
F: -1.396 -0.738 -1.086
Si: 1.048 0.046 0.025
H: 1.435 -1.036 0.929
H: 1.476 -0.178 -1.350
H: 1.323 1.371 0.555

The value obtained for the gap between HOMO and LUMO is 13.0 eV. Its spin multiplicity is 1. As for the SMILES: FC(F)(F)[SiH3]. The calculation puts the lowest unoccupied orbital energy at 0.73 eV.



Most stable to least stable: <A>, <B>



<A>
Formula: C23H25N3O4
Source: OMol25
Level of theory: ωB97M-V/def2-TZVPD

Atoms and positions in Å:
C: -5.240 -4.497 -0.879
H: -5.824 -4.100 -1.716
O: -4.082 -3.735 -0.648
C: -4.234 -2.419 -0.303
C: -5.446 -1.761 -0.169
C: -5.475 -0.427 0.214
C: -4.310 0.283 0.460
C: -3.079 -0.371 0.265
C: -3.056 -1.708 -0.088
H: -2.112 -2.217 -0.205
N: -1.866 0.306 0.447
C: -1.559 1.527 -0.065
O: -2.286 2.210 -0.748
C: -0.123 1.904 0.295
H: 0.002 1.758 1.371
C: 0.283 3.340 -0.111
C: 1.598 3.569 0.587
C: 2.508 2.817 -0.019
H: 3.545 2.696 0.239
C: 1.818 2.084 -1.144
H: 2.455 1.695 -1.936
C: 0.767 3.127 -1.549
H: -0.011 2.744 -2.206
H: 1.208 4.025 -1.980
C: 0.884 1.030 -0.500
C: 1.484 -0.047 0.383
O: 0.769 -0.746 1.090
N: 2.810 -0.196 0.329
H: 3.399 0.350 -0.285
C: 3.517 -1.214 1.065
C: 4.908 -1.371 0.518
N: 5.290 -0.486 -0.394
C: 6.509 -0.576 -0.899
C: 7.416 -1.552 -0.524
C: 7.021 -2.478 0.430
C: 5.747 -2.389 0.962
H: 5.401 -3.090 1.706
H: 7.695 -3.257 0.753
H: 8.400 -1.588 -0.964
H: 6.761 0.174 -1.638
H: 3.573 -0.943 2.130
H: 2.965 -2.159 1.005
H: 0.352 0.502 -1.300
H: 1.719 4.182 1.462
H: -0.501 4.075 0.047
H: -1.086 -0.244 0.812
O: -4.260 1.558 0.932
C: -5.445 2.308 0.962
H: -5.150 3.311 1.266
H: -5.916 2.355 -0.025
H: -6.161 1.906 1.689
H: -6.437 0.047 0.334
H: -6.383 -2.266 -0.344
H: -5.874 -4.548 0.013
H: -4.890 -5.497 -1.128

The value obtained for the gap between HOMO and LUMO is 8.2 eV. Its spin multiplicity is 1. As for the SMILES: COc1ccc(OC)c(NC(=O)[C@H]2[C@H](C(=O)NCc3ccccn3)[C@@H]3C=C[C@H]2C3)c1. The calculation puts the lowest unoccupied orbital energy at 0.65 eV.



<B>
Formula: C23H25N3O4
Source: OMol25
Level of theory: ωB97M-V/def2-TZVPD

Atoms and positions in Å:
C: -3.220 -1.799 -1.618
H: -3.952 -1.178 -2.143
O: -2.971 -1.305 -0.316
C: -2.302 -0.126 -0.187
C: -2.015 0.728 -1.245
C: -1.346 1.919 -1.017
C: -0.941 2.265 0.257
C: -1.228 1.415 1.312
C: -1.914 0.229 1.115
C: -2.245 -0.658 2.287
H: -3.286 -0.982 2.220
H: -2.115 -0.083 3.204
C: -1.357 -1.924 2.378
N: -1.880 -3.029 1.612
C: -1.149 -3.312 0.511
O: -1.342 -4.154 -0.320
N: -0.014 -2.473 0.568
C: -0.025 -1.678 1.668
O: 0.864 -0.943 2.030
C: 1.009 -2.517 -0.449
H: 0.896 -3.485 -0.948
H: 1.992 -2.442 0.017
C: 0.785 -1.451 -1.535
O: -0.044 -1.639 -2.410
N: 1.562 -0.355 -1.534
C: 2.441 0.066 -0.456
C: 2.431 1.560 -0.300
C: 2.368 2.169 0.943
C: 2.394 3.550 1.031
C: 2.470 4.321 -0.117
C: 2.518 3.713 -1.361
C: 2.508 2.332 -1.454
C: 2.526 1.571 -2.743
C: 1.423 0.519 -2.693
H: 0.446 1.012 -2.649
H: 1.435 -0.111 -3.588
H: 3.495 1.080 -2.871
H: 2.363 2.229 -3.597
H: 2.568 4.313 -2.258
H: 2.484 5.399 -0.045
H: 2.347 4.029 1.999
H: 2.288 1.560 1.831
H: 2.119 -0.378 0.485
H: 3.469 -0.263 -0.676
H: -2.832 -3.341 1.694
C: -1.125 -2.329 3.834
H: -2.074 -2.409 4.359
H: -0.617 -3.290 3.877
H: -0.504 -1.583 4.322
H: -0.915 1.680 2.311
H: -0.410 3.187 0.430
H: -1.149 2.586 -1.845
H: -2.308 0.467 -2.249
H: -3.624 -2.799 -1.476
H: -2.295 -1.865 -2.195

The value obtained for the gap between HOMO and LUMO is 9.1 eV. Its spin multiplicity is 1. As for the SMILES: COc1ccccc1C[C@@]1(C)NC(=O)N(CC(=O)N2CCc3ccccc3C2)C1=O. The calculation puts the lowest unoccupied orbital energy at 0.76 eV.



Most stable to least stable: <B>, <A>